10
Properties=species:S:1:pos:R:3:lowdin_charge:R:1 method="wB97M-V/def2-TZVPD" charge=0 e_above_lowest_ev=2.630 smiles=FCC#CCF largest_force_ha_per_bohr=0.0730 e_lumo_ha=0.024 gap_ev=11.205 homo_ev=-10.56
F 0.124 2.170 1.986 -0.1058
C -0.567 0.915 1.754 -0.1388
C -0.052 0.323 0.426 0.0313
C 0.283 -0.023 -0.676 -0.0464
C 0.629 -0.908 -1.836 -0.0744
F -0.705 -1.782 -1.856 -0.1906
H -1.570 1.229 1.836 0.0857
H -0.471 0.172 2.656 0.1419
H 0.857 -0.360 -2.844 0.1299
H 1.472 -1.736 -1.446 0.1672